Below is 24 unconnected molecules or ions with the total composition C72H156N12O24 in a non-equilibrium geometry, with properties calculated with wB97M-V/def2-TZVPD.

Structure (XYZ):
```
264
Properties=species:S:1:pos:R:3:lowdin_charge:R:1
C -5.31 -5.83 -4.65 0.025
C -4.86 -5.13 -3.37 -0.515
O -5.52 -5.13 -2.34 -0.014
N -3.67 -4.50 -3.38 0.027
C -3.28 -3.60 -2.34 -0.070
H -5.22 -6.88 -4.45 0.070
H -4.61 -5.61 -5.50 0.096
H -6.35 -5.58 -4.86 0.077
H -3.09 -4.44 -4.19 0.075
H -3.24 -4.10 -1.35 0.074
H -4.09 -2.87 -2.25 0.057
H -2.25 -3.19 -2.56 0.095
C -1.88 -7.17 -3.25 0.000
C -1.43 -8.50 -2.76 -0.596
O -1.62 -9.47 -3.47 0.027
N -0.89 -8.67 -1.54 -0.011
C -0.56 -9.97 -0.98 -0.084
H -2.97 -7.29 -3.00 0.101
H -1.90 -7.17 -4.32 0.074
H -1.43 -6.27 -2.84 0.050
H -0.62 -7.80 -1.04 0.092
H -1.52 -10.50 -0.79 0.094
H -0.09 -9.87 -0.01 0.071
H 0.20 -10.50 -1.63 0.101
C 2.35 2.42 7.30 0.000
C 0.88 2.54 7.41 -0.574
O 0.33 3.58 7.67 0.037
N 0.20 1.37 7.22 0.026
C -1.18 1.16 7.64 -0.060
H 2.79 3.37 7.28 0.073
H 2.64 1.79 6.54 0.026
H 2.73 1.86 8.19 0.113
H 0.81 0.58 7.11 0.080
H -1.93 1.33 6.88 0.064
H -1.45 1.88 8.41 0.075
H -1.22 0.15 8.03 0.085
C 1.81 0.80 0.65 -0.001
C 0.80 -0.12 -0.08 -0.484
O 1.26 -1.09 -0.73 -0.014
N -0.51 0.12 0.20 0.043
C -1.48 -0.43 -0.74 -0.061
H 2.40 1.30 -0.17 0.072
H 2.42 0.12 1.27 0.073
H 1.33 1.56 1.23 0.062
H -0.78 1.02 0.65 0.102
H -2.46 -0.26 -0.25 0.062
H -1.39 -1.54 -0.76 0.067
H -1.53 -0.04 -1.74 0.071
C -1.77 5.01 0.19 0.001
C -2.11 3.76 0.83 -0.546
O -1.84 2.64 0.43 0.005
N -2.82 3.94 2.01 0.020
C -3.55 2.83 2.63 -0.059
H -2.16 5.03 -0.86 0.102
H -0.70 5.00 0.02 0.065
H -2.06 5.94 0.69 0.093
H -3.16 4.84 2.28 0.123
H -3.55 3.03 3.71 0.090
H -2.93 1.97 2.42 0.053
H -4.52 2.49 2.19 0.081
C -3.79 -3.52 5.52 0.002
C -3.01 -2.43 4.88 -0.564
O -2.42 -1.50 5.45 0.013
N -2.92 -2.59 3.55 0.029
C -2.36 -1.51 2.68 -0.045
H -3.36 -3.75 6.47 0.076
H -3.78 -4.42 4.88 0.071
H -4.84 -3.17 5.64 0.103
H -3.32 -3.43 3.17 0.060
H -1.29 -1.28 2.83 0.073
H -2.94 -0.60 2.74 0.063
H -2.49 -1.84 1.66 0.050
C 9.01 1.16 4.02 0.010
C 8.88 0.11 2.94 -0.527
O 9.02 -1.09 3.15 0.028
N 8.41 0.55 1.72 0.010
C 8.15 -0.39 0.65 -0.058
H 10.03 1.63 4.01 0.101
H 9.00 0.80 5.04 0.076
H 8.31 1.98 3.90 0.050
H 8.28 1.52 1.62 0.087
H 7.89 0.09 -0.28 0.062
H 7.39 -1.06 0.97 0.039
H 9.09 -0.88 0.46 0.096
C -0.68 -4.42 -6.95 0.016
C -0.73 -3.49 -5.74 -0.549
O -1.75 -3.35 -5.11 0.027
N 0.44 -2.88 -5.55 0.055
C 0.65 -1.87 -4.46 -0.015
H -1.11 -3.97 -7.83 0.078
H -1.33 -5.28 -6.75 0.081
H 0.32 -4.76 -7.17 0.070
H 1.24 -3.15 -6.07 0.121
H 0.67 -2.27 -3.40 0.087
H -0.17 -1.22 -4.45 0.044
H 1.55 -1.34 -4.65 0.068
C -8.03 -0.95 -2.79 0.004
C -7.12 -1.89 -2.13 -0.535
O -5.94 -1.76 -1.87 0.015
N -7.65 -3.13 -1.77 0.007
C -8.91 -3.66 -2.27 -0.104
H -7.49 -0.10 -3.17 0.073
H -8.87 -0.58 -2.13 0.121
H -8.60 -1.49 -3.56 0.084
H -6.90 -3.81 -1.70 0.085
H -8.96 -3.87 -3.37 0.088
H -9.68 -2.92 -2.08 0.070
H -9.17 -4.57 -1.68 0.099
C -5.17 -3.69 1.31 0.017
C -4.36 -4.94 1.46 -0.517
O -3.86 -5.22 2.56 -0.013
N -4.25 -5.76 0.38 0.026
C -3.74 -7.10 0.54 -0.043
H -6.17 -3.81 1.69 0.100
H -5.28 -3.44 0.24 0.072
H -4.74 -2.93 1.88 0.034
H -4.71 -5.48 -0.49 0.098
H -4.50 -7.85 0.28 0.092
H -3.54 -7.18 1.58 0.069
H -2.90 -7.32 -0.13 0.070
C -0.66 -4.29 0.72 0.035
C -0.05 -4.92 -0.49 -0.518
O -0.29 -6.07 -0.80 0.009
N 0.74 -4.14 -1.29 0.043
C 1.33 -4.73 -2.46 -0.072
H -0.14 -4.47 1.63 0.083
H -1.63 -4.80 0.86 0.079
H -0.88 -3.23 0.55 0.058
H 0.85 -3.17 -1.07 0.080
H 0.54 -4.84 -3.19 0.069
H 1.75 -5.73 -2.27 0.105
H 2.07 -4.03 -2.88 0.057
C 4.83 -0.96 6.06 0.014
C 3.28 -0.86 5.83 -0.501
O 2.54 -0.52 6.75 -0.002
N 2.83 -0.88 4.54 0.027
C 1.43 -0.61 4.22 -0.051
H 5.09 -1.76 6.76 0.078
H 5.14 0.06 6.43 0.089
H 5.41 -1.01 5.14 0.053
H 3.51 -1.22 3.81 0.108
H 1.20 0.45 4.30 0.047
H 0.82 -1.07 4.98 0.082
H 1.14 -0.96 3.22 0.080
C -3.20 -0.26 -6.40 -0.018
C -2.84 0.31 -4.99 -0.460
O -1.81 0.90 -4.77 0.054
C -3.91 0.04 -3.93 -0.009
H -4.13 0.10 -6.86 0.081
H -3.32 -1.35 -6.32 0.075
H -2.35 -0.03 -7.06 0.080
H -4.92 0.06 -4.35 0.073
H -3.92 0.83 -3.17 0.068
H -3.74 -0.99 -3.58 0.079
C 3.94 4.19 0.65 0.003
C 2.69 4.83 0.01 -0.494
O 1.77 5.14 0.69 0.074
C 2.72 4.80 -1.51 -0.006
H 3.69 3.96 1.68 0.067
H 4.80 4.78 0.37 0.085
H 4.04 3.20 0.11 0.092
H 3.48 5.50 -1.93 0.100
H 1.78 5.29 -1.77 0.072
H 2.89 3.78 -1.86 0.069
C 5.49 1.17 1.95 -0.011
C 5.95 2.41 2.61 -0.502
O 6.75 3.19 2.08 0.028
C 5.47 2.78 3.97 0.005
H 4.40 1.09 1.94 0.082
H 5.88 0.38 2.55 0.083
H 5.93 1.09 0.96 0.057
H 6.29 3.22 4.45 0.074
H 5.10 1.92 4.54 0.083
H 4.60 3.38 3.94 0.045
C -0.70 8.72 -2.97 -0.020
C -0.24 7.38 -3.51 -0.528
O -0.63 6.35 -3.05 0.071
C 0.59 7.41 -4.73 -0.029
H -1.12 9.38 -3.77 0.094
H 0.10 9.34 -2.57 0.085
H -1.41 8.61 -2.16 0.073
H 1.66 7.52 -4.46 0.107
H 0.35 8.23 -5.43 0.091
H 0.51 6.52 -5.34 0.073
C 4.41 8.19 1.33 -0.012
C 3.10 8.22 0.62 -0.526
O 2.98 8.00 -0.58 0.042
C 1.85 8.37 1.39 -0.026
H 4.65 7.16 1.66 0.087
H 4.48 8.76 2.26 0.081
H 5.18 8.46 0.56 0.107
H 0.98 8.19 0.74 0.094
H 1.85 9.34 1.89 0.090
H 1.89 7.59 2.16 0.074
C 0.88 2.70 -4.44 -0.008
C 1.06 2.17 -3.01 -0.453
O 1.82 1.29 -2.68 0.035
C 0.00 2.71 -2.03 -0.017
H 1.43 2.12 -5.12 0.053
H 1.35 3.70 -4.54 0.085
H -0.22 2.75 -4.67 0.089
H -0.99 2.28 -2.29 0.090
H -0.12 3.81 -2.07 0.069
H 0.24 2.47 -1.00 0.053
C 4.01 -4.41 0.93 -0.020
C 4.85 -3.32 1.48 -0.478
O 4.28 -2.44 2.10 0.035
C 6.36 -3.39 1.39 0.001
H 3.88 -4.43 -0.15 0.068
H 3.00 -4.35 1.42 0.098
H 4.34 -5.42 1.20 0.089
H 6.69 -4.38 1.76 0.100
H 6.77 -2.62 2.08 0.085
H 6.65 -3.32 0.38 0.065
C 3.90 -2.39 -2.20 -0.028
C 4.89 -1.40 -1.71 -0.476
O 6.09 -1.58 -1.70 0.062
C 4.28 -0.11 -1.15 -0.022
H 3.19 -2.52 -1.37 0.067
H 4.47 -3.26 -2.47 0.087
H 3.34 -1.95 -3.02 0.080
H 3.80 -0.48 -0.22 0.072
H 3.48 0.35 -1.71 0.043
H 5.14 0.52 -0.97 0.056
C 7.27 2.24 -2.38 -0.013
C 6.21 2.94 -3.18 -0.527
O 6.21 4.12 -3.20 0.089
C 5.25 2.11 -3.96 -0.012
H 6.94 1.93 -1.40 0.051
H 8.19 2.86 -2.26 0.102
H 7.59 1.35 -2.90 0.074
H 4.43 2.78 -4.40 0.106
H 4.73 1.42 -3.35 0.038
H 5.66 1.60 -4.83 0.095
C -5.08 3.59 -2.12 -0.011
C -5.74 4.05 -0.83 -0.492
O -5.08 4.48 0.11 0.056
C -7.20 4.12 -0.83 -0.041
H -5.71 2.87 -2.65 0.082
H -4.12 3.13 -1.90 0.062
H -4.91 4.47 -2.72 0.088
H -7.59 3.25 -1.28 0.063
H -7.50 4.91 -1.47 0.086
H -7.58 4.38 0.14 0.092
C -6.80 -0.57 1.40 0.001
C -6.28 0.69 0.65 -0.456
O -7.02 1.63 0.46 0.056
C -4.84 0.71 0.26 -0.024
H -7.86 -0.43 1.60 0.081
H -6.20 -0.74 2.30 0.079
H -6.74 -1.47 0.75 0.061
H -4.27 0.53 1.16 0.058
H -4.60 1.64 -0.29 0.076
H -4.75 -0.17 -0.44 0.089
C 0.22 3.20 4.02 0.002
C 1.26 4.26 4.15 -0.482
O 2.44 4.00 4.25 0.042
C 0.85 5.68 4.51 -0.001
H 0.61 2.17 3.87 0.067
H -0.33 3.50 3.12 0.068
H -0.48 3.27 4.86 0.094
H 1.67 6.35 4.56 0.064
H 0.42 5.62 5.53 0.090
H 0.06 5.96 3.82 0.074
```

- orbital gap (eV) = 8.80
- E (hartree) = -5300.009455
- energy above the lowest of the compared OMol25 structures with the same formula, charge and spin (kJ/mol) = 0.0
- spin multiplicity = 1

***

Below is a single C5H7N molecule, with properties calculated with wB97M-V/def2-TZVPD.

Structure (XYZ):
```
13
Properties=species:S:1:pos:R:3:nbo_charge:R:1
C 2.20 0.23 -0.70 -0.646
C 1.49 -0.25 0.30 0.424
N 0.85 -0.71 1.23 -0.427
C -0.63 -0.64 1.21 -0.272
C -1.18 0.45 0.33 -0.210
C -1.42 0.30 -0.97 -0.366
H 2.40 -0.39 -1.56 0.240
H 2.56 1.25 -0.68 0.241
H -0.96 -0.52 2.24 0.211
H -0.98 -1.62 0.87 0.210
H -1.31 1.43 0.79 0.203
H -1.27 -0.66 -1.46 0.192
H -1.75 1.12 -1.59 0.203
```

- SMILES = C=C=NCC=C
- orbital gap (eV) = 9.98
- E (hartree) = -249.391793
- energy above the lowest of the compared OMol25 structures with the same formula, charge and spin (kJ/mol) = 213.8
- spin multiplicity = 1

***

Below is a molecular structure, C2H2KNaO2 in a non-equilibrium geometry, with properties calculated with wB97M-V/def2-TZVPD.

Structure (XYZ):
```
8
Properties=species:S:1:pos:R:3:mulliken_spin:R:1
H -0.46 -0.10 -1.90 -0.010
O 0.84 -1.06 0.49 0.174
C -0.18 -0.99 -0.15 0.655
C -0.66 0.30 -0.85 0.117
O -0.08 1.44 -0.51 0.078
Na -0.12 2.74 1.14 0.003
K 2.41 -2.55 2.48 -0.001
H -1.76 0.21 -0.70 -0.017
```

- net charge = +1
- orbital gap (alpha / beta) (eV) = 5.93 / 7.12
- E (hartree) = -989.876459
- energy above the lowest of the compared OMol25 structures with the same formula, charge and spin (kJ/mol) = 0.0
- spin multiplicity = 2